1.
{
  "formula": "C35H43ClN2RuSi2",
  "method": "ωB97M-V/def2-TZVPD",
  "e_tot_ha": -2602.52072,
  "multiplicity": 6,
  "total_charge": 1,
  "s_squared": 8.78,
  "e_above_lowest_kcal_mol": 68.55,
  "homo_lumo_gap_ev": [5.04, 6.23],
  "e_lumo_ev": [-3.21, -4.43],
  "elements": ["C", "C", "C", "H", "C", "C", "H", "H", "H", "H", "Ru", "Si", "C", "C", "H", "C", "H", "C", "H", "C", "H", "C", "H", "C", "C", "H", "C", "H", "C", "H", "C", "H", "C", "H", "H", "Si", "C", "C", "H", "C", "H", "C", "H", "C", "H", "C", "H", "C", "C", "H", "C", "H", "C", "H", "C", "H", "C", "H", "H", "Cl", "C", "N", "C", "C", "C", "N", "C", "C", "H", "H", "H", "H", "H", "H", "H", "H", "H", "H", "H", "H", "H", "H", "H", "H"],
  "coordinates": [[-2.31424, -0.41657, 3.46769], [-3.12115, -0.06431, 2.33761], [-3.04895, -1.13706, 1.38220], [-3.72147, 0.83860, 2.22838], [-2.22868, -2.18596, 1.95848], [-1.76935, -1.73535, 3.25352], [-1.22787, -2.32516, 3.98227], [-2.24595, 0.13630, 4.39951], [-3.65126, -1.21936, 0.48314], [-2.02055, -3.14943, 1.53001], [-1.12789, -0.50492, 1.65547], [2.93843, 0.92032, -1.06029], [1.81749, 2.41237, -1.41184], [2.16003, 3.19005, -2.52639], [3.08477, 2.97184, -3.08451], [1.33585, 4.25050, -2.92850], [1.59620, 4.81417, -3.82485], [0.18946, 4.59317, -2.20363], [-0.45487, 5.41721, -2.51362], [-0.14190, 3.84858, -1.06957], [-1.01435, 4.08479, -0.46201], [0.66349, 2.77092, -0.68573], [0.35130, 2.20282, 0.19979], [1.74238, -0.55942, -0.96254], [0.33797, -0.33638, -0.76962], [-0.08194, 0.67734, -0.73888], [-0.63151, -1.42133, -0.47651], [-1.73369, -1.24395, -0.51585], [-0.11669, -2.78252, -0.50883], [-0.80383, -3.61984, -0.33820], [1.25356, -2.95517, -0.60661], [1.66001, -3.95934, -0.44843], [2.13345, -1.88522, -0.80001], [3.18357, -2.12096, -0.87615], [0.52434, -0.52703, 2.00741], [-0.34601, -1.27120, -2.25099], [0.05331, -2.51549, -3.60696], [-1.04724, -2.76071, -4.44518], [-2.01374, -2.29803, -4.23369], [-0.91475, -3.59908, -5.54801], [-1.76948, -3.77619, -6.19713], [0.31085, -4.22400, -5.80500], [0.42884, -4.86810, -6.67938], [1.39526, -4.00129, -4.95145], [2.34556, -4.49755, -5.12233], [1.27346, -3.15005, -3.85094], [2.11467, -2.99228, -3.17789], [-0.92642, 0.22672, -3.25365], [-2.23953, 0.71033, -3.18049], [-2.94728, 0.23871, -2.49080], [-2.65316, 1.77031, -4.00355], [-3.68970, 2.13459, -3.97209], [-1.73417, 2.36929, -4.87958], [-2.02694, 3.20620, -5.52148], [-0.40772, 1.91884, -4.92751], [0.33209, 2.39946, -5.58475], [-0.00533, 0.85442, -4.11191], [1.03839, 0.51461, -4.13601], [4.08534, 1.01242, -1.86600], [3.57104, 0.98908, 0.91425], [1.86725, -1.95841, 4.35238], [0.84188, -1.03583, 4.82313], [0.33941, -1.46099, 6.12629], [1.22229, 0.36855, 4.78182], [0.05692, 1.35479, 4.67688], [-0.26828, 1.70391, 3.29708], [-1.41304, 2.62123, 3.18076], [0.90373, 2.27775, 2.62153], [1.45865, -2.97928, 4.40527], [2.77556, -1.92140, 4.98246], [2.14790, -1.72393, 3.31348], [1.11828, -1.38659, 6.90749], [-0.52274, -0.84806, 6.41922], [0.04358, -2.51711, 6.05130], [1.72022, 0.61641, 5.75022], [1.92777, 0.51273, 3.94727], [-0.82764, 0.95858, 5.19105], [0.35677, 2.26997, 5.22552], [-1.12143, 3.66320, 3.44895], [-1.74011, 2.58274, 2.11951], [-2.24963, 2.31442, 3.83532], [1.64233, 2.63023, 3.36443], [1.38109, 1.49144, 2.02293], [0.59571, 3.09499, 1.96535]],
  "atomic_forces_ev_per_a": [[-1.7, -0.7, 0.6], [-0.9, -0.4, 0.9], [-1.9, -0.9, 0.3], [0.4, -0.2, 0.0], [-1.7, -1.0, 1.6], [-1.5, -0.6, 0.0], [0.2, 0.3, -0.3], [0.1, -0.1, -0.5], [0.2, 0.0, 0.1], [0.0, -0.1, -0.1], [6.6, 3.7, -1.7], [-2.9, 0.4, 1.6], [0.4, -0.1, -0.1], [-0.3, 0.2, 0.0], [-0.6, 0.1, 0.2], [0.0, 0.1, 0.0], [0.0, -0.1, 0.3], [0.2, -0.3, 0.0], [0.3, -0.2, 0.0], [0.5, -0.4, 0.1], [0.1, 0.1, -0.2], [-0.2, 0.1, -0.1], [0.3, 0.3, -0.5], [0.2, 0.5, -0.1], [0.1, 1.7, 0.4], [0.3, -0.7, -0.2], [-1.4, -0.9, 1.6], [0.9, 0.1, 0.2], [-1.0, 0.0, 0.5], [0.3, 0.4, -0.3], [1.3, -0.4, 0.6], [-0.1, 0.4, -0.3], [0.7, -1.4, 0.2], [0.2, -0.1, 0.1], [-0.3, -0.3, -0.4], [0.0, 0.6, -5.0], [0.2, 0.1, 0.6], [0.2, 0.0, -0.1], [0.2, 0.0, -0.2], [0.2, -0.2, 0.1], [0.2, 0.0, 0.1], [0.0, 0.3, 0.1], [-0.1, 0.2, 0.3], [-0.1, 0.0, 0.1], [-0.1, 0.0, -0.1], [-0.2, -0.2, -0.2], [-0.2, 0.0, -0.3], [-0.6, -0.1, 0.4], [0.0, 0.3, -0.4], [0.1, 0.2, -0.3], [0.2, 0.1, 0.0], [0.5, -0.2, 0.0], [0.1, -0.1, 0.2], [0.0, -0.4, 0.3], [0.1, -0.2, 0.3], [-0.5, -0.2, 0.3], [-0.2, 0.0, 0.0], [-0.4, 0.1, -0.1], [1.0, -0.4, -1.0], [0.4, 0.0, 0.0], [0.0, 0.2, 0.1], [-0.5, -0.3, -0.2], [0.2, 0.1, -0.3], [0.3, -0.3, 0.8], [0.2, 0.2, 0.1], [-0.6, 0.1, 0.0], [0.1, 0.1, 0.0], [0.3, -0.4, 0.0], [0.2, 0.3, -0.1], [-0.1, -0.1, -0.1], [-0.1, -0.1, 0.3], [-0.2, 0.0, 0.0], [0.2, -0.2, 0.0], [-0.1, 0.3, 0.2], [0.2, 0.0, -0.6], [-0.2, 0.0, 0.5], [0.3, 0.2, -0.1], [-0.2, -0.1, -0.2], [-0.2, -0.5, -0.1], [0.0, 0.3, 0.6], [0.4, 0.1, -0.3], [-0.3, 0.2, -0.4], [-0.1, 0.5, 0.2], [0.2, -0.1, 0.2]]
}

***

2.
{
  "formula": "C5H11O2",
  "method": "ωB97M-V/def2-TZVPD",
  "e_tot_ha": -347.56619,
  "total_charge": -1,
  "e_above_lowest_kcal_mol": 52.38,
  "homo_lumo_gap_ev": 7.22,
  "e_lumo_ev": 3.56,
  "elements": ["C", "C", "C", "H", "H", "H", "H", "H", "H", "H", "H", "C", "C", "O", "O", "H", "H", "H"],
  "coordinates": [[2.30767, -0.90412, -0.50971], [2.78939, -1.89835, -1.55925], [0.86710, -1.32612, -0.08318], [2.94341, -0.99173, 0.42522], [2.47279, 0.06892, -0.58211], [2.15278, -2.78687, -1.57730], [3.80214, -1.98698, -1.59744], [0.38741, -1.04140, 0.75531], [0.28276, -0.83564, -0.92676], [2.74356, -1.37069, -2.60891], [0.77079, -2.36687, -0.06772], [-0.70020, 2.09320, 1.16170], [-1.88194, 1.06986, 0.51275], [-1.79077, 0.07852, 1.24911], [-2.51626, 1.25446, -0.59008], [-0.75311, 1.81254, 2.21213], [-0.70028, 3.10622, 0.86006], [0.06194, 1.52183, 0.70143]],
  "atomic_forces_ev_per_a": [[-0.2, -5.4, 4.2], [-2.4, 3.0, -2.8], [1.0, 2.0, -4.8], [-0.2, -0.8, -0.6], [0.0, 4.4, -1.7], [0.7, 0.0, 0.0], [3.0, -1.3, 0.8], [-0.9, 1.8, 3.1], [-0.1, -1.2, 0.9], [-0.8, -1.0, 1.4], [-0.1, -1.7, -0.5], [-2.5, -1.9, -1.0], [0.5, 1.1, -0.9], [-1.1, -1.1, -0.2], [1.4, 0.1, 2.5], [0.2, 0.7, 0.0], [0.0, 1.2, -0.1], [1.5, -0.1, -0.3]]
}